Entry 1:
{
  "formula": "C9H24AsN3SSbSe4V",
  "method": "wB97M-V/def2-TZVPD",
  "elements": ["V", "C", "C", "N", "C", "C", "N", "C", "C", "N", "H", "H", "H", "H", "H", "H", "H", "H", "H", "H", "H", "H", "H", "H", "H", "Se", "Sb", "Se", "Se", "Se", "C", "As", "C", "C", "S", "H", "H", "H", "H", "H", "H", "H", "H", "H"],
  "coordinates": [[-0.1497, 0.2016, -0.4237], [2.5896, -1.6654, 1.6591], [2.9070, -0.8527, 0.4014], [2.1131, 0.3827, 0.3332], [2.2992, 1.2163, 1.5374], [0.9880, 1.7814, 2.0908], [-0.1252, 0.8576, 1.8740], [-0.4672, -0.0913, 2.9228], [0.6256, -1.1605, 3.1350], [1.1685, -1.7321, 1.9246], [3.1132, -1.2705, 2.5351], [2.9906, -2.6660, 1.4894], [2.6511, -1.4568, -0.4690], [3.9892, -0.6612, 0.3621], [2.3316, 0.9262, -0.4970], [2.9791, 2.0483, 1.3359], [2.7835, 0.6046, 2.2917], [0.7426, 2.6617, 1.5012], [1.0878, 2.0629, 3.1464], [-0.9216, 1.4382, 1.6212], [-1.3960, -0.5830, 2.6295], [-0.6370, 0.4212, 3.8813], [0.1782, -1.9422, 3.7608], [1.4360, -0.7272, 3.7318], [0.7745, -2.6245, 1.6656], [-0.9048, -4.7000, -3.3745], [0.1446, -3.5619, -1.5927], [-1.4434, -2.0000, -0.2526], [0.5438, -1.1358, -2.4598], [1.7141, -4.6015, -0.1390], [-3.2322, -0.2776, -2.7640], [-1.9057, 1.0421, -2.1323], [-3.1949, 2.3705, -1.5103], [-1.3746, 1.6673, -3.8896], [0.1871, 2.4837, -0.9220], [-3.8528, 0.1624, -3.5485], [-3.8646, -0.5920, -1.9344], [-2.7152, -1.1556, -3.1508], [-4.0856, 2.3322, -2.1382], [-2.7460, 3.3599, -1.5241], [-3.4608, 2.1201, -0.4838], [-2.1613, 2.3091, -4.2876], [-1.2582, 0.7901, -4.5243], [-0.4413, 2.2178, -3.8120]],
  "mulliken_charge": [0.7417, -1.0984, -0.5325, 0.0127, -0.6397, -0.9998, -0.0126, -1.0882, -0.7928, 0.2080, 0.3096, 0.4423, 0.1739, 0.3194, 0.3826, 0.4251, 0.2844, 0.3817, 0.3724, 0.3588, 0.4273, 0.3200, 0.4119, 0.3032, 0.2710, -0.6171, 0.7744, -0.5683, -0.5194, -0.6155, -1.3102, 0.7863, -1.1508, -1.1619, -0.7992, 0.4250, 0.3623, 0.3481, 0.4114, 0.3058, 0.2920, 0.3761, 0.3696, 0.3094],
  "homo_ev": [-4.05, -4.07],
  "multiplicity": 4,
  "e_tot_ha": -13945.6528,
  "orbital_gap_ha": [0.2317, 0.1739],
  "e_above_lowest_kcal_mol": 36.88,
  "charge": -1
}

=====

Entry 2:
{
  "formula": "C24H36O12",
  "method": "wB97M-V/def2-TZVPD",
  "elements": ["O", "C", "C", "C", "C", "O", "H", "H", "H", "H", "H", "H", "O", "C", "C", "C", "C", "O", "H", "H", "H", "H", "H", "H", "O", "C", "C", "C", "C", "O", "H", "H", "H", "H", "H", "H", "O", "C", "C", "C", "C", "O", "H", "H", "H", "H", "H", "H", "O", "C", "C", "C", "C", "O", "H", "H", "H", "H", "H", "H", "O", "C", "C", "C", "C", "O", "H", "H", "H", "H", "H", "H"],
  "coordinates": [[-0.3528, 1.1613, 2.5777], [0.1325, 1.6483, 1.5368], [1.1088, 2.7629, 1.3290], [0.7609, 3.3890, 0.0167], [0.1293, 2.1855, -0.6662], [-0.3485, 1.2591, 0.3407], [1.0501, 3.3745, 2.2294], [2.1375, 2.4050, 1.2869], [0.1287, 4.2571, 0.2035], [1.6432, 3.8301, -0.4472], [-0.6291, 2.6713, -1.2800], [0.8850, 1.7299, -1.3061], [5.3284, -1.3131, -1.6389], [6.3892, -1.2341, -1.0145], [6.8599, -0.0524, -0.2655], [8.3463, -0.3354, -0.1859], [8.3850, -1.8033, -0.0454], [7.2937, -2.2289, -0.8983], [6.6566, 0.8641, -0.8194], [6.4270, 0.0436, 0.7303], [9.0020, -0.0734, -1.0163], [8.8115, 0.2695, 0.5925], [9.3269, -2.1991, -0.4250], [8.3846, -2.0061, 1.0255], [-2.3129, -8.3657, 6.7884], [-1.8767, -7.2994, 6.5320], [-1.0268, -6.8336, 5.3507], [-1.5167, -5.3949, 5.2689], [-1.7821, -5.0114, 6.7226], [-2.1670, -6.2331, 7.3522], [0.0330, -6.9524, 5.5764], [-1.3183, -7.5438, 4.5769], [-0.7791, -4.6606, 4.9453], [-2.3684, -5.1270, 4.6436], [-0.8676, -4.7320, 7.2457], [-2.5416, -4.2296, 6.7385], [-4.2433, -2.3461, -1.7349], [-3.1388, -2.5718, -2.2587], [-2.1677, -3.5044, -1.6742], [-1.2771, -3.8397, -2.8396], [-1.4089, -2.5409, -3.7269], [-2.6829, -2.0117, -3.3762], [-1.6201, -3.0361, -0.8563], [-2.6844, -4.4167, -1.3759], [-0.2977, -4.1409, -2.4679], [-1.7207, -4.6376, -3.4351], [-0.5755, -1.8587, -3.5593], [-1.4389, -2.8501, -4.7717], [-7.2334, 0.1855, 2.9989], [-6.6619, 1.0076, 3.6829], [-6.1340, 0.8175, 5.0295], [-5.9586, 2.2725, 5.4809], [-5.8829, 3.1481, 4.2381], [-6.6189, 2.2992, 3.2778], [-6.7764, 0.1925, 5.6498], [-5.1791, 0.3485, 4.7920], [-6.7999, 2.4712, 6.1448], [-5.1336, 2.3022, 6.1926], [-6.2044, 4.1807, 4.3736], [-4.8833, 3.3655, 3.8617], [-1.1220, 5.6653, -8.7433], [0.0618, 5.7009, -8.3997], [1.2826, 5.3031, -9.1648], [2.3789, 5.8641, -8.2367], [1.7692, 5.5941, -6.8798], [0.3930, 5.8552, -7.1126], [1.1900, 4.2171, -9.1809], [1.2942, 5.6876, -10.1846], [3.2527, 5.2399, -8.4233], [2.6715, 6.9124, -8.2970], [1.9798, 4.6167, -6.4457], [2.2379, 6.2851, -6.1791]],
  "mulliken_charge": [-0.6522, 0.5698, -0.4111, -0.5540, -0.3697, -0.2899, 0.3039, 0.2173, 0.2616, 0.3241, 0.2976, 0.3015, -0.6033, 0.5219, -0.3451, -0.5354, -0.3630, -0.3360, 0.2558, 0.2473, 0.2540, 0.3511, 0.3203, 0.2319, -0.5334, 0.5293, -0.3977, -0.4970, -0.4154, -0.3549, 0.2536, 0.2572, 0.3007, 0.2803, 0.2912, 0.2862, -0.6176, 0.4947, -0.2615, -0.5252, -0.4056, -0.3348, 0.2651, 0.2376, 0.3355, 0.2576, 0.2527, 0.3025, -0.5928, 0.4200, -0.2175, -0.5572, -0.3310, -0.3545, 0.3037, 0.1964, 0.2622, 0.3420, 0.3049, 0.2242, -0.6025, 0.4887, -0.3876, -0.4647, -0.3530, -0.3253, 0.2294, 0.3077, 0.2786, 0.2882, 0.2513, 0.2891],
  "homo_ev": -9.79,
  "smiles": "O=C1CCCO1.O=C1CCCO1.O=C1CCCO1.O=C1CCCO1.O=C1CCCO1.O=C1CCCO1",
  "e_tot_ha": -1838.9340,
  "orbital_gap_ha": 0.3636,
  "e_above_lowest_kcal_mol": 85.63
}

=====

Entry 3:
{
  "formula": "C3H11N2",
  "method": "wB97M-V/def2-TZVPD",
  "elements": ["C", "N", "C", "C", "N", "H", "H", "H", "H", "H", "H", "H", "H", "H", "H", "H"],
  "coordinates": [[-0.2203, -1.3385, -1.6434], [-0.8182, -0.3441, -0.6482], [-0.5034, -0.3189, 0.8882], [0.2431, 0.9853, 1.2265], [1.4151, 1.2054, 0.3108], [-0.5229, -2.3001, -1.2273], [-0.7336, -1.0882, -2.5845], [0.8225, -1.2433, -1.6438], [-0.4372, 0.6878, -0.9978], [-1.8728, -0.2096, -0.4657], [0.2271, -1.1748, 1.0513], [-1.5178, -0.3560, 1.2921], [0.4394, 0.7781, 2.3174], [-0.5175, 1.7897, 1.0798], [2.2631, 0.7520, 0.7528], [1.7333, 2.1751, 0.2918]],
  "mulliken_charge": [-0.7859, -0.3482, -0.4934, -0.6504, -0.5481, 0.3659, 0.3499, 0.3024, 0.4223, 0.4291, 0.3179, 0.3774, 0.3228, 0.4249, 0.2612, 0.2521],
  "homo_ev": -14.50,
  "smiles": "C[NH2+]CCN",
  "e_tot_ha": -230.1190,
  "orbital_gap_ha": 0.4101,
  "e_above_lowest_kcal_mol": 39.79,
  "charge": 1
}

=====

Entry 4:
{
  "formula": "C4H3FS",
  "method": "wB97M-V/def2-TZVPD",
  "elements": ["F", "C", "C", "C", "C", "S", "H", "H", "H"],
  "coordinates": [[-0.4693, 0.0058, -2.6505], [-0.1679, -0.4755, -1.4409], [-0.0140, 0.1707, -0.2794], [-0.6951, 1.3486, 0.2938], [-1.4471, 2.2676, -0.2256], [-2.3444, 3.5035, -0.5593], [0.2087, -1.5656, -1.6113], [0.3960, -0.4552, 0.3980], [-0.7945, 1.4034, 1.2987]],
  "mulliken_charge": [-0.2217, 0.0015, -0.4004, -0.0800, 0.0760, -0.3194, 0.2548, 0.3388, 0.3505],
  "homo_ev": -8.22,
  "smiles": "F/C=C\\C=C=S",
  "e_tot_ha": -652.1672,
  "orbital_gap_ha": 0.2935,
  "e_above_lowest_kcal_mol": 46.22
}